This record from OMol25 describes a cluster of 2 separate species, C4H9NO2 in total. The level of theory is ωB97M-V/def2-TZVPD.

The value obtained for the HOMO-LUMO gap is 5.04 eV. The calculation puts the HOMO energy at -8.84 eV. As for the total energy: -362.7609 a.u.

Structure (XYZ):
```
16
Properties=species:S:1:pos:R:3:forces:R:3
H 2.8113 -0.4015 0.4812 0.30 0.00 -0.06
H -1.7646 -0.5669 -0.3196 -0.16 -0.11 0.46
H 2.0006 -0.1621 1.8998 -0.10 -0.12 -0.37
H 1.8114 0.0783 -1.6523 0.15 -0.22 0.09
N 2.0070 0.0426 0.8987 -2.07 -0.80 -0.33
H 0.3407 -1.0482 -1.8770 0.10 -0.11 0.22
H 0.2937 1.6222 -0.1017 0.23 -1.29 -0.30
C 0.8702 -0.3108 -1.2893 -1.69 2.63 -0.32
C -1.5155 0.4512 -0.6486 -3.03 -0.30 0.53
O -2.1930 1.4546 -0.0416 1.77 -1.18 -1.01
C -0.0096 0.5832 -0.4056 1.09 1.82 -2.99
H -1.4849 -0.2639 2.1303 -1.02 -1.82 -0.59
H -1.6935 0.4218 -1.7572 0.52 0.56 0.37
H -1.1596 0.3058 2.3446 0.97 1.84 0.77
C 0.7723 -0.5480 0.2398 1.55 -3.57 4.95
O 0.2044 -1.6218 0.6895 1.37 2.69 -1.41
```
Positions in Å, forces in eV/Å.